A molecular structure, C20H20F5NO2PSSn. Source: OMol25; level of theory: ωB97M-V/def2-TZVPD.

Structure (ORCA input):
```
! wB97M-V def2-TZVPD RIJCOSX def2/J DEFGRID3
* xyz 1 1
Sn -0.02 -0.65 0.69
F 6.25 -2.50 -1.14
C 4.93 -2.51 -1.02
C 4.35 -2.53 0.24
F 5.11 -2.53 1.32
C 2.97 -2.54 0.34
F 2.42 -2.51 1.56
C 2.15 -2.51 -0.78
S 0.39 -2.57 -0.65
C 2.76 -2.48 -2.03
F 2.01 -2.44 -3.13
C 4.13 -2.48 -2.16
F 4.69 -2.46 -3.36
N 0.02 -0.68 3.93
C 0.00 -0.69 2.78
C -3.18 -3.12 0.06
C -3.25 -1.76 -0.62
P -2.57 -0.42 0.40
C -3.30 -0.52 2.06
C -4.82 -0.37 2.11
C -2.94 1.19 -0.37
C -4.30 1.29 -1.07
H -3.53 -3.89 -0.63
H -3.82 -3.16 0.94
H -2.17 -3.39 0.36
H -4.28 -1.49 -0.86
H -2.69 -1.76 -1.56
H -2.81 0.25 2.67
H -2.98 -1.47 2.48
H -5.13 0.64 1.83
H -5.17 -0.54 3.13
H -5.32 -1.08 1.46
H -2.13 1.39 -1.07
H -2.84 1.93 0.43
H -4.34 0.64 -1.94
H -4.44 2.31 -1.41
H -5.13 1.03 -0.41
O 0.19 1.36 0.05
C 1.48 1.33 0.15
O 1.97 0.22 0.52
C 2.30 2.50 -0.15
C 1.70 3.67 -0.60
C 2.49 4.77 -0.88
C 3.87 4.69 -0.72
C 4.47 3.51 -0.27
C 3.68 2.41 0.01
H 0.63 3.72 -0.71
H 2.04 5.69 -1.23
H 4.49 5.55 -0.95
H 5.54 3.46 -0.15
H 4.12 1.49 0.37
*
```

The total energy comes out at -66187.043 eV. Its strongest force on any atom is 0.18 eV Å⁻¹. Its HOMO-LUMO gap is 8.7 eV. The calculation puts the LUMO energy at -3.43 eV.

A single C20H20N2O3 molecule. Source: OMol25; level of theory: ωB97M-V/def2-TZVPD.

Structure (ORCA input):
```
! wB97M-V def2-TZVPD RIJCOSX def2/J DEFGRID3
* xyz 0 1
C -6.00 -0.46 -0.62
C -5.41 0.33 0.26
C -6.14 1.37 1.05
H -7.19 1.38 0.79
H -5.71 2.36 0.86
H -6.04 1.17 2.12
C -3.93 0.26 0.56
H -3.79 0.07 1.63
O -3.32 -0.76 -0.20
C -1.99 -0.99 -0.04
C -1.16 -0.26 0.79
C 0.20 -0.56 0.87
C 0.74 -1.60 0.11
C -0.12 -2.33 -0.72
C -1.45 -2.03 -0.80
H -2.11 -2.58 -1.46
H 0.29 -3.12 -1.33
C 2.16 -1.95 0.17
N 2.56 -3.25 0.20
N 3.88 -3.38 0.26
C 4.36 -2.16 0.27
C 3.33 -1.19 0.21
C 3.52 0.25 0.15
C 4.51 0.85 0.92
C 4.72 2.21 0.88
C 3.94 3.00 0.07
C 2.95 2.43 -0.72
C 2.73 1.06 -0.69
O 1.81 0.42 -1.45
C 0.91 1.17 -2.23
H 0.34 1.87 -1.61
H 1.43 1.72 -3.02
H 0.23 0.45 -2.67
H 2.35 3.07 -1.35
H 4.09 4.07 0.03
H 5.50 2.66 1.49
H 5.11 0.22 1.56
H 5.42 -1.98 0.29
H 1.96 -4.06 0.20
O 0.93 0.18 1.74
H 1.87 -0.07 1.68
H -1.51 0.55 1.41
H -3.47 1.23 0.32
H -7.05 -0.40 -0.82
H -5.44 -1.20 -1.17
*
```

The total energy comes out at -30186.263 eV. Its strongest force on any atom is 0.78 eV Å⁻¹. Its HOMO-LUMO gap is 8.7 eV. The calculation puts the LUMO energy at 0.69 eV.

A molecular structure, C20H20N4O2Pd in a non-equilibrium geometry. Source: OMol25; level of theory: ωB97M-V/def2-TZVPD.

Structure (ORCA input):
```
! wB97M-V def2-TZVPD RIJCOSX def2/J DEFGRID3
* xyz -2 1
Pd 0.40 1.96 0.11
O -0.98 3.90 0.88
C -2.18 3.79 0.51
C -2.92 4.93 0.03
C -4.24 4.86 -0.38
C -4.95 3.65 -0.33
C -4.28 2.53 0.15
C -2.94 2.55 0.54
C -2.41 1.29 1.08
N -1.26 0.78 0.88
N -1.12 -0.49 1.48
C 0.11 -0.72 1.91
O 1.12 0.00 1.94
C 0.27 -2.16 2.44
C 1.53 -2.54 2.89
C 1.74 -3.82 3.39
C 0.70 -4.74 3.44
C -0.56 -4.36 2.98
C -0.77 -3.08 2.48
H -2.38 5.86 -0.01
H -4.72 5.76 -0.74
H -5.99 3.59 -0.64
H -4.81 1.59 0.22
H -3.09 0.70 1.70
H 2.31 -1.80 2.84
H 2.73 -4.10 3.75
H 0.87 -5.73 3.83
H -1.38 -5.07 3.01
H -1.73 -2.76 2.11
N 1.90 2.70 -1.36
C 1.36 1.62 -1.55
N 1.31 0.59 -2.48
C 2.44 0.54 -3.39
C 3.65 -0.08 -2.69
C 3.25 -1.37 -1.93
C 1.83 -1.82 -2.27
C 0.81 -0.70 -2.01
H 2.66 1.55 -3.72
H 2.15 -0.04 -4.28
H 4.03 0.66 -1.99
H 4.44 -0.29 -3.42
H 3.30 -1.19 -0.85
H 3.95 -2.18 -2.14
H 1.55 -2.68 -1.67
H 1.79 -2.14 -3.32
H 0.63 -0.61 -0.94
H -0.15 -0.94 -2.48
*
```

The total energy comes out at -34598.674 eV. Its strongest force on any atom is 1.03 eV Å⁻¹. Its HOMO-LUMO gap is 5.1 eV. The calculation puts the LUMO energy at 4.89 eV.

A single C20H20O5 molecule in a non-equilibrium geometry. Source: OMol25; level of theory: ωB97M-V/def2-TZVPD.

Structure (ORCA input):
```
! wB97M-V def2-TZVPD RIJCOSX def2/J DEFGRID3
* xyz 0 1
O -0.29 2.87 0.71
O 1.95 -1.56 2.00
O -0.80 -5.16 -2.69
O -1.24 1.96 -1.51
O 1.18 0.15 4.22
C -0.04 1.73 1.11
C 0.97 -0.79 1.85
C -0.67 -4.17 -1.99
C 0.11 -4.26 -0.76
C 0.80 0.28 2.89
C 0.28 -3.19 0.09
C 0.33 1.53 2.51
C -1.24 -0.38 -1.84
C -0.90 0.72 -1.04
C -0.25 0.57 0.19
C 0.18 -0.73 0.59
C -0.13 -1.83 -0.27
C -0.89 -1.67 -1.47
C 1.44 -1.18 4.75
C -0.82 2.52 4.52
C 1.67 3.02 4.14
C -2.76 -3.02 -2.65
C -0.55 -2.50 -3.77
C 0.32 2.71 3.48
C -1.23 -2.82 -2.44
H -0.92 2.65 -0.88
H 0.52 -5.24 -0.51
H 0.80 -3.47 1.03
H -1.74 -0.24 -2.78
H 0.73 -1.93 4.37
H 2.48 -1.48 4.54
H 1.36 -1.06 5.85
H -1.74 2.32 3.99
H -0.62 1.67 5.20
H -0.91 3.40 5.18
H 1.62 4.05 4.54
H 2.45 2.96 3.38
H 1.97 2.31 4.92
H -3.17 -2.05 -2.86
H -3.28 -3.43 -1.75
H -3.00 -3.71 -3.46
H 0.52 -2.32 -3.63
H -0.99 -1.60 -4.20
H -0.68 -3.36 -4.40
H 0.07 3.64 2.93
*
```

The total energy comes out at -31301.096 eV. Its strongest force on any atom is 3.75 eV Å⁻¹. Its HOMO-LUMO gap is 7.1 eV. The calculation puts the LUMO energy at -1.60 eV.